C60H46BrCrN7O5S as an isolated structure. Source: the Open Molecules 2025 dataset; level of theory: the ωB97M-V functional and the def2-TZVPD basis.

## Properties
- orbital gap (spin up / spin down) (hartree) = 0.1711 / 0.1708
- total energy (Eh) = -7090.14294

The geometry in XYZ format:
```
121
Properties=species:S:1:pos:R:3:lowdin_charge:R:1
Cr -0.14 -0.35 0.11 0.62
C -4.98 -5.51 5.70 -0.08
O -3.70 -5.87 5.21 -0.07
C -3.29 -5.27 4.07 -0.28
C -4.05 -4.38 3.32 -0.01
C -3.51 -3.77 2.20 -0.01
C -2.20 -4.03 1.78 -0.16
C -1.45 -4.95 2.54 -0.02
C -1.98 -5.55 3.66 0.00
C -1.58 -3.24 0.73 -0.04
C -2.32 -2.34 -0.09 -0.25
C -3.58 -2.64 -0.68 -0.01
C -3.76 -1.73 -1.69 0.00
C -2.67 -0.82 -1.63 -0.21
N -1.79 -1.22 -0.66 0.03
C -2.53 0.41 -2.33 -0.05
C -1.80 1.46 -1.79 -0.24
C -1.84 2.82 -2.25 -0.01
C -0.88 3.50 -1.58 0.00
C -0.19 2.53 -0.77 -0.25
C 1.21 2.57 -0.49 -0.07
C 1.89 3.68 0.15 -0.17
C 3.23 3.58 0.56 -0.02
C 3.83 4.55 1.33 0.00
C 3.12 5.68 1.71 -0.31
O 3.71 6.68 2.44 -0.11
C 3.89 6.40 3.82 -0.08
C 1.79 5.81 1.32 0.00
C 1.19 4.84 0.56 -0.02
C 1.92 1.45 -1.00 -0.24
N 1.43 0.18 -1.03 0.01
C 2.36 -0.60 -1.68 -0.23
C 2.40 -1.99 -1.62 -0.08
C 3.40 -2.72 -2.45 -0.22
C 4.53 -3.30 -1.87 -0.03
C 5.38 -4.09 -2.62 0.00
C 5.11 -4.33 -3.96 -0.29
O 5.96 -5.18 -4.61 -0.09
C 5.59 -5.63 -5.89 -0.09
C 4.01 -3.73 -4.56 -0.01
C 3.17 -2.92 -3.80 -0.01
C 1.54 -2.77 -0.83 -0.22
C 1.52 -4.20 -0.79 0.00
C 0.45 -4.56 -0.02 -0.02
C -0.20 -3.35 0.37 -0.27
N 0.51 -2.27 -0.06 0.02
C 3.41 0.24 -2.17 0.01
C 3.16 1.49 -1.72 -0.01
N -0.85 1.34 -0.80 0.03
C -2.90 0.48 -3.77 -0.16
C -1.89 0.89 -4.64 -0.01
C -2.01 0.78 -6.01 -0.01
C -3.17 0.24 -6.56 -0.28
O -3.36 0.04 -7.89 -0.08
C -2.31 0.39 -8.77 -0.09
C -4.21 -0.12 -5.72 0.00
C -4.08 0.00 -4.35 -0.03
H -5.77 -5.82 5.01 0.10
H -5.05 -4.44 5.88 0.09
H -5.10 -6.04 6.64 0.09
H -5.06 -4.14 3.61 0.11
H -4.10 -3.05 1.67 0.11
H -0.44 -5.19 2.25 0.10
H -1.39 -6.23 4.26 0.12
H -4.21 -3.47 -0.44 0.11
H -4.59 -1.69 -2.37 0.09
H -2.53 3.21 -2.98 0.12
H -0.61 4.54 -1.69 0.11
H 3.79 2.70 0.29 0.10
H 4.86 4.45 1.64 0.12
H 4.44 7.24 4.24 0.09
H 4.46 5.48 3.97 0.08
H 2.92 6.31 4.33 0.09
H 1.24 6.69 1.63 0.12
H 0.14 4.94 0.31 0.10
H 4.73 -3.14 -0.82 0.12
H 6.26 -4.55 -2.18 0.12
H 6.32 -6.38 -6.17 0.09
H 5.61 -4.81 -6.62 0.09
H 4.59 -6.07 -5.88 0.10
H 3.79 -3.88 -5.61 0.10
H 2.30 -2.47 -4.26 0.13
H 2.19 -4.85 -1.32 0.11
H 0.08 -5.56 0.16 0.11
H 4.24 -0.10 -2.79 0.11
H 3.73 2.39 -1.91 0.11
H -0.96 1.26 -4.22 0.12
H -1.19 1.11 -6.64 0.10
H -2.64 0.13 -9.77 0.09
H -1.40 -0.18 -8.53 0.09
H -2.09 1.46 -8.72 0.09
H -5.11 -0.52 -6.15 0.12
H -4.92 -0.27 -3.73 0.10
O 4.12 1.27 4.57 0.09
C 3.22 0.95 3.62 -0.31
C 3.45 0.02 2.61 0.02
C 2.46 -0.23 1.69 -0.11
N 1.27 0.39 1.67 -0.02
C 1.08 1.29 2.64 -0.66
Br -0.58 2.20 2.73 0.96
C 1.99 1.60 3.62 -0.04
H 4.93 0.77 4.44 0.11
H 4.39 -0.51 2.55 0.12
H 2.62 -0.95 0.90 0.11
H 1.77 2.35 4.37 0.11
N 0.50 -1.96 3.15 0.14
C -0.72 -1.38 3.15 -0.67
N -1.25 -0.76 2.13 0.02
C -2.50 -0.25 2.45 -0.37
C -3.33 0.46 1.60 -0.03
C -4.55 0.91 2.07 -0.07
C -4.95 0.68 3.39 -0.09
C -4.13 -0.02 4.26 -0.09
C -2.91 -0.48 3.77 -0.48
S -1.67 -1.36 4.62 1.09
H 0.82 -2.27 2.24 0.08
H 0.69 -2.58 3.92 0.10
H -3.00 0.69 0.59 0.10
H -5.21 1.47 1.41 0.11
H -5.90 1.05 3.74 0.10
H -4.41 -0.19 5.29 0.11
```

=====

A 8-piece molecular cluster, C24H64O8 overall. Source: the Open Molecules 2025 dataset; level of theory: the ωB97M-V functional and the def2-TZVPD basis.

## Properties
- energy relative to the best compared isomer or geometry (same formula, charge and spin) (kcal per mole) = 9.9
- orbital gap (hartree) = 0.3561
- SMILES string = CC(C)O.CC(C)O.CC(C)O.CC(C)O.CC(C)O.CC(C)O.CC(C)O.CC(C)O
- total energy (Eh) = -1554.72164

The geometry in XYZ format:
```
96
Properties=species:S:1:pos:R:3:lowdin_charge:R:1
C 1.04 16.24 -17.31 -0.07
C 1.18 15.85 -15.85 -0.51
C 1.61 17.02 -15.00 -0.07
O -0.05 15.32 -15.37 -0.05
H 1.98 16.56 -17.76 0.08
H 0.35 17.10 -17.41 0.08
H 0.65 15.42 -17.91 0.08
H 1.92 15.05 -15.80 0.14
H 1.61 16.73 -13.95 0.08
H 0.89 17.83 -15.16 0.08
H 2.60 17.38 -15.29 0.08
H -0.76 15.80 -15.80 0.08
C -2.19 22.15 -12.61 -0.06
C -1.23 23.29 -12.93 -0.43
C -0.53 23.90 -11.74 -0.04
O -0.17 22.77 -13.81 -0.08
H -2.77 21.90 -13.50 0.08
H -2.90 22.35 -11.80 0.07
H -1.62 21.24 -12.41 0.07
H -1.76 24.08 -13.49 0.14
H 0.32 23.29 -11.43 0.07
H -1.17 24.02 -10.86 0.08
H -0.19 24.91 -11.98 0.08
H -0.58 22.48 -14.63 0.10
C 3.73 25.22 -9.60 -0.06
C 4.43 25.38 -10.96 -0.48
C 3.96 26.61 -11.70 -0.06
O 5.83 25.54 -10.74 -0.07
H 2.63 25.19 -9.70 0.07
H 3.93 26.08 -8.96 0.08
H 4.02 24.29 -9.12 0.07
H 4.23 24.49 -11.56 0.12
H 4.15 26.52 -12.77 0.08
H 4.49 27.48 -11.30 0.08
H 2.89 26.77 -11.57 0.07
H 6.16 24.69 -10.39 0.04
C 3.65 24.13 -17.52 -0.07
C 3.08 23.35 -16.37 -0.52
C 3.28 21.85 -16.55 -0.06
O 3.74 23.83 -15.21 -0.07
H 4.71 23.91 -17.64 0.08
H 3.53 25.19 -17.30 0.08
H 3.13 23.92 -18.46 0.08
H 2.00 23.59 -16.32 0.13
H 2.89 21.51 -17.52 0.08
H 2.74 21.30 -15.78 0.06
H 4.34 21.58 -16.49 0.08
H 3.34 23.38 -14.43 0.05
C 2.02 20.09 -12.40 -0.05
C 2.89 21.30 -12.19 -0.49
C 4.33 21.00 -12.44 -0.05
O 2.53 22.32 -13.13 -0.10
H 2.36 19.30 -11.73 0.09
H 2.11 19.71 -13.42 0.07
H 0.98 20.33 -12.21 0.07
H 2.70 21.66 -11.17 0.14
H 4.50 20.77 -13.50 0.09
H 4.77 20.21 -11.83 0.09
H 4.91 21.91 -12.26 0.07
H 1.54 22.45 -13.16 0.06
C 8.01 22.95 -13.32 -0.04
C 8.48 21.52 -13.02 -0.45
C 10.01 21.47 -12.97 -0.06
O 7.92 21.15 -11.74 -0.08
H 8.38 23.68 -12.61 0.08
H 6.91 22.99 -13.32 0.08
H 8.25 23.21 -14.35 0.09
H 8.09 20.92 -13.85 0.14
H 10.45 21.69 -13.94 0.08
H 10.34 20.44 -12.75 0.08
H 10.40 22.16 -12.23 0.07
H 7.87 20.18 -11.72 0.11
C -1.25 21.09 -9.08 -0.06
C -2.48 21.62 -8.34 -0.48
C -3.74 20.92 -8.82 -0.06
O -2.37 21.37 -6.93 -0.06
H -1.22 21.25 -10.16 0.04
H -1.15 20.00 -8.93 0.09
H -0.31 21.46 -8.64 0.08
H -2.54 22.71 -8.54 0.13
H -3.83 21.03 -9.90 0.07
H -4.62 21.36 -8.35 0.08
H -3.67 19.86 -8.59 0.09
H -1.68 21.93 -6.56 0.09
C 8.92 23.81 -9.41 -0.05
C 7.71 23.08 -8.86 -0.50
C 7.07 23.80 -7.71 -0.06
O 6.73 22.88 -9.87 -0.09
H 9.69 23.95 -8.65 0.08
H 8.67 24.82 -9.78 0.09
H 9.36 23.25 -10.24 0.06
H 8.02 22.08 -8.51 0.14
H 7.83 23.96 -6.94 0.08
H 6.36 23.15 -7.18 0.08
H 6.58 24.74 -7.97 0.08
H 7.09 22.24 -10.52 0.05
```

=====

C3H10N2O as an isolated structure. Source: the Open Molecules 2025 dataset; level of theory: the ωB97M-V functional and the def2-TZVPD basis.

## Properties
- energy relative to the best compared isomer or geometry (same formula, charge and spin) (kcal per mole) = 118.7
- orbital gap (hartree) = 0.3292
- total energy (Eh) = -304.88542

The geometry in XYZ format:
```
16
Properties=species:S:1:pos:R:3:lowdin_charge:R:1
C -0.70 -0.44 0.50 -0.11
C -1.00 0.59 -0.48 -0.09
C 1.62 -0.93 -0.52 -0.07
N 0.72 0.08 0.02 -0.33
N 1.40 1.04 0.79 0.05
O -2.80 0.31 -0.04 -0.30
H -3.25 -0.34 -0.59 -0.02
H 1.18 0.93 1.78 0.08
H 1.12 1.97 0.50 0.08
H -0.89 -0.19 1.54 0.12
H -0.87 -1.46 0.19 0.12
H -1.06 1.62 -0.16 0.11
H -0.98 0.34 -1.54 0.12
H 1.06 -1.58 -1.19 0.08
H 2.06 -1.52 0.28 0.08
H 2.42 -0.44 -1.08 0.08
```

=====

One molecule with the formula C16H14N4O3S2. Source: the Open Molecules 2025 dataset; level of theory: the ωB97M-V functional and the def2-TZVPD basis.

## Properties
- energy relative to the best compared isomer or geometry (same formula, charge and spin) (kcal per mole) = 31.8
- orbital gap (hartree) = 0.3359
- SMILES string = N#C[C@@H]1C(=O)N[C@@H](SCc2cccc(C(=O)O)c2)N[C@H]1c1nccs1
- total energy (Eh) = -1859.19748

The geometry in XYZ format:
```
39
Properties=species:S:1:pos:R:3:lowdin_charge:R:1
N -5.40 2.94 1.57 0.18
O 0.23 -4.99 -2.05 0.14
O -1.79 4.83 1.65 0.08
C -4.26 2.81 1.72 -0.15
N -0.42 -0.24 2.19 0.03
O 2.33 -5.43 -2.53 0.08
S -0.27 1.84 3.69 1.01
S 0.32 1.67 -0.88 0.89
C 1.33 -4.60 -2.15 -0.52
C -2.08 3.78 1.11 -0.42
C -0.98 0.92 2.33 -0.50
C 0.57 -0.46 3.11 -0.28
C 0.89 0.55 3.93 -0.40
C 3.60 -1.65 -1.35 -0.06
C 3.16 -2.91 -1.72 -0.01
C 2.69 -0.60 -1.51 -0.01
C 0.91 -2.10 -2.14 0.01
C 1.79 -3.20 -1.97 -0.11
C 1.32 -0.83 -1.89 -0.28
N -1.58 3.56 -0.17 0.11
N -2.12 1.17 0.19 -0.02
C 0.38 0.32 -2.22 -0.37
C -1.43 2.17 -0.63 -0.58
C -2.82 2.71 1.94 -0.19
C -2.31 1.32 1.60 -0.29
H 1.84 -6.29 -2.61 0.14
H 1.18 -1.42 3.04 0.13
H 1.73 0.51 4.72 0.10
H 4.53 -1.40 -0.96 0.09
H 3.86 -3.81 -1.58 0.14
H 2.98 0.41 -1.29 0.10
H -0.11 -2.32 -2.53 0.15
H -0.88 4.30 -0.38 0.16
H -1.65 0.31 -0.03 0.09
H 0.55 0.77 -3.20 0.08
H -0.65 -0.07 -2.28 0.08
H -1.91 1.94 -1.58 0.10
H -2.54 2.98 2.96 0.13
H -3.00 0.50 1.90 0.17
```

=====

A 2-piece molecular cluster, C11H15N overall. Source: the Open Molecules 2025 dataset; level of theory: the ωB97M-V functional and the def2-TZVPD basis.

## Properties
- energy relative to the best compared isomer or geometry (same formula, charge and spin) (kcal per mole) = 12.0
- orbital gap (hartree) = 0.3190
- SMILES string = Cc1c[nH]c2ccccc12.CC
- total energy (Eh) = -482.89612

The geometry in XYZ format:
```
27
Properties=species:S:1:pos:R:3:lowdin_charge:R:1
C 2.49 2.55 0.12 -0.05
C 0.48 -0.55 -0.50 -0.22
C 0.79 0.78 -0.84 -0.14
C 1.71 1.27 0.16 -0.23
C 1.87 0.27 1.05 -0.06
C -1.21 -0.60 -2.17 -0.10
C -0.52 -1.26 -1.15 -0.03
C -0.93 0.72 -2.50 -0.10
C 0.09 1.41 -1.85 -0.03
N 1.16 -0.85 0.65 0.07
H -1.83 -1.20 -2.83 0.10
H -0.93 -2.16 -0.71 0.10
H -1.56 1.31 -3.15 0.10
H 0.28 2.44 -2.14 0.11
H 1.05 -1.69 1.19 0.15
H 2.46 0.18 1.95 0.12
H 1.81 3.39 -0.05 0.07
H 3.13 2.52 -0.77 0.08
H 3.18 2.66 0.95 0.07
C -2.32 -1.22 3.20 -0.17
C -2.60 -2.10 1.98 -0.17
H -3.19 -1.10 3.83 0.06
H -1.54 -1.64 3.84 0.06
H -1.96 -0.23 2.90 0.06
H -1.74 -2.68 1.66 0.05
H -3.47 -2.73 2.08 0.06
H -2.84 -1.46 1.13 0.06
```

=====

One molecule with the formula C2H3NO2. Source: the Open Molecules 2025 dataset; level of theory: the ωB97M-V functional and the def2-TZVPD basis.

## Properties
- energy relative to the best compared isomer or geometry (same formula, charge and spin) (kcal per mole) = 73.7
- orbital gap (hartree) = 0.3884
- SMILES string = O=C/C=N/O
- total energy (Eh) = -283.14059

The geometry in XYZ format:
```
8
Properties=species:S:1:pos:R:3:lowdin_charge:R:1
C -0.05 -0.06 -0.38 -0.11
C -1.60 -0.02 0.03 -0.23
N 0.85 0.47 0.35 -0.01
O -2.33 0.86 0.29 0.09
O 2.20 -0.04 0.15 -0.08
H 0.22 -0.71 -1.24 0.12
H -1.91 -1.08 0.00 0.11
H 2.64 0.58 0.79 0.10
```

=====

A 2-piece molecular cluster, C4H9NO4 overall. Source: the Open Molecules 2025 dataset; level of theory: the ωB97M-V functional and the def2-TZVPD basis.

## Properties
- energy relative to the best compared isomer or geometry (same formula, charge and spin) (kcal per mole) = 92.4
- orbital gap (hartree) = 0.3051
- SMILES string = CNC(=O)O.O=CCO
- total energy (Eh) = -513.43024

The geometry in XYZ format:
```
18
Properties=species:S:1:pos:R:3:lowdin_charge:R:1
C 0.33 -1.78 0.28 -0.18
C -0.48 0.25 -1.22 -0.56
O 0.48 0.78 -2.04 0.11
O 1.64 -1.29 0.24 -0.08
O -1.31 -0.51 -1.66 0.11
H 0.31 0.44 -2.94 0.13
H 1.72 -0.82 -0.61 0.07
H 0.29 -2.52 1.08 0.09
H 0.07 -2.36 -0.62 0.10
C 0.42 1.73 0.66 -0.05
N -0.67 1.00 -0.01 -0.01
C -0.91 -0.68 1.18 -0.27
O -0.68 -0.30 2.29 0.00
H -1.47 1.63 -0.14 0.16
H -1.84 -1.20 0.89 0.11
H 1.07 0.97 1.08 0.08
H 1.04 2.37 0.04 0.09
H 0.00 2.28 1.50 0.10
```

=====

C28H25CdIN9O3S as an isolated structure. Source: the Open Molecules 2025 dataset; level of theory: the ωB97M-V functional and the def2-TZVPD basis.

## Properties
- energy relative to the best compared isomer or geometry (same formula, charge and spin) (kcal per mole) = 1.4
- orbital gap (hartree) = 0.2331
- net charge = -1
- total energy (Eh) = -2664.28039

The geometry in XYZ format:
```
68
Properties=species:S:1:pos:R:3:lowdin_charge:R:1
Cd -0.47 -1.22 0.71 1.30
C 3.70 -2.20 0.26 -0.03
C 3.32 -1.57 -1.05 -0.27
N 4.25 -1.03 -1.81 0.10
C 3.87 -0.47 -2.99 -0.13
C 2.58 -0.40 -3.42 -0.19
C 2.28 0.24 -4.75 -0.22
O 1.93 -0.71 -5.77 -0.06
C 1.55 -0.92 -2.59 -0.10
C 0.15 -0.67 -2.90 -0.08
N -0.83 -0.86 -2.11 0.03
C -2.12 -0.41 -2.45 -0.36
C -2.37 0.80 -3.11 -0.03
C -3.66 1.26 -3.32 -0.10
C -4.74 0.52 -2.86 -0.10
C -4.52 -0.68 -2.20 -0.16
C -3.23 -1.13 -2.01 -0.64
I -2.90 -2.96 -1.05 0.91
C 1.92 -1.57 -1.38 -0.36
O 1.09 -2.16 -0.61 -0.22
H 4.78 -2.12 0.41 0.07
H 3.40 -3.25 0.29 0.08
H 3.18 -1.72 1.10 0.06
H 4.68 -0.05 -3.60 0.10
H 3.17 0.75 -5.11 0.11
H 1.49 0.99 -4.65 0.10
H 1.32 -1.34 -5.39 0.07
H -0.06 -0.26 -3.90 0.11
H -1.52 1.41 -3.41 0.11
H -3.82 2.21 -3.81 0.10
H -5.75 0.89 -2.99 0.09
H -5.36 -1.26 -1.82 0.09
N -2.04 -4.77 3.17 0.02
C -1.62 -3.53 2.70 -0.97
S 0.00 -3.43 2.08 0.44
N -2.52 -2.59 2.81 -0.06
N -2.18 -1.36 2.26 -0.13
C -2.67 -0.36 2.87 -0.12
C -2.53 1.04 2.47 -0.16
C -2.99 2.00 3.38 -0.08
C -2.89 3.36 3.14 -0.14
C -2.32 3.78 1.93 -0.12
C -1.87 2.86 1.01 -0.04
C -1.97 1.45 1.22 -0.40
O -1.59 0.64 0.30 -0.22
H -1.52 -5.54 2.78 0.04
H -3.05 -4.89 3.17 0.07
H -3.25 -0.56 3.77 0.11
H -3.42 1.66 4.32 0.10
H -3.26 4.08 3.86 0.08
H -2.23 4.84 1.72 0.09
H -1.42 3.17 0.07 0.10
N 3.01 0.55 3.32 0.10
C 2.52 -0.30 4.29 -0.09
C 1.34 -0.77 3.81 -0.16
N 1.09 -0.21 2.57 0.08
C 2.11 0.57 2.30 -0.29
C 2.25 1.38 1.10 -0.28
N 1.52 1.23 0.03 0.14
C 1.90 2.22 -0.83 -0.12
C 2.90 2.97 -0.29 -0.09
N 3.12 2.42 0.96 0.10
H 3.90 1.01 3.35 0.14
H 3.06 -0.50 5.21 0.10
H 0.65 -1.48 4.24 0.08
H 1.44 2.33 -1.81 0.10
H 3.46 3.82 -0.65 0.10
H 3.79 2.75 1.63 0.14
```

=====

A 2-piece molecular cluster, C5H15N2O overall. Source: the Open Molecules 2025 dataset; level of theory: the ωB97M-V functional and the def2-TZVPD basis.

## Properties
- energy relative to the best compared isomer or geometry (same formula, charge and spin) (kcal per mole) = 66.7
- orbital gap (hartree) = 0.3319
- net charge = +1
- total energy (Eh) = -383.94478

The geometry in XYZ format:
```
23
Properties=species:S:1:pos:R:3:lowdin_charge:R:1
C -2.89 0.42 -0.36 -0.06
C 1.52 -0.43 1.38 0.00
C 2.26 -0.63 -0.92 0.00
C -1.79 -0.27 0.35 -0.23
C 0.21 0.61 -0.42 -0.21
N 0.60 1.85 0.08 0.07
N 1.09 -0.52 -0.03 -0.20
O -1.53 -1.59 0.08 -0.02
H -2.85 0.24 -1.44 0.09
H -3.85 0.06 0.01 0.10
H -2.85 1.49 -0.18 0.09
H 2.08 -1.32 1.65 0.11
H 2.15 0.44 1.51 0.11
H 0.65 -0.35 2.02 0.10
H 2.84 0.29 -0.86 0.11
H 2.89 -1.47 -0.61 0.11
H 1.94 -0.79 -1.94 0.11
H -1.66 -0.05 1.41 0.11
H 0.05 0.60 -1.50 0.13
H 0.41 2.03 1.05 0.09
H 0.30 2.63 -0.49 0.10
H 0.49 -1.36 -0.12 0.15
H -2.04 -1.88 -0.67 0.12
```

=====

An isolated ion of composition C3H9N2O and charge +1. Source: the Open Molecules 2025 dataset; level of theory: the ωB97M-V functional and the def2-TZVPD basis.

## Properties
- energy relative to the best compared isomer or geometry (same formula, charge and spin) (kcal per mole) = 102.4
- orbital gap (hartree) = 0.3438
- net charge = +1
- total energy (Eh) = -304.08719

The geometry in XYZ format:
```
15
Properties=species:S:1:pos:R:3:lowdin_charge:R:1
C 1.00 -0.25 -1.03 0.00
C 0.24 0.11 1.11 -0.04
C -0.89 0.08 0.00 -0.42
N -1.69 -1.03 -0.02 0.17
N 1.44 0.44 0.25 0.03
O -1.12 1.35 -0.23 0.15
H 1.37 -1.16 -1.26 0.03
H 1.19 0.46 -1.95 0.12
H 0.12 0.79 1.83 0.08
H 0.19 -0.93 1.63 0.17
H -1.21 -1.93 -0.15 0.14
H -2.47 -0.89 -0.61 0.11
H 2.28 0.09 0.77 0.19
H 1.51 1.42 0.30 0.14
H -1.95 1.46 -0.65 0.13
```